Computed, not measured: the molecule H3N3O2 at a distorted geometry, with ωB97M-V/def2-TZVPD.

Properties
- Multiplicity: 1
- Structure (SMILES): NONN=O
- Frontier orbital gap: 9.87 eV
- Energy above the lowest of the compared OMol25 structures with the same formula, charge and spin: 257.0 kJ/mol

Geometry as XYZ:
```
8
Properties=species:S:1:pos:R:3:forces:R:3:nbo_charge:R:1
N -0.864 -1.033 -0.790 -2.9 0.8 2.3 -0.471
O 0.245 -1.103 -0.090 0.8 1.9 0.6 -0.219
N 0.867 0.339 0.329 -0.6 -2.7 -2.1 -0.199
N -0.001 1.131 0.778 -0.3 0.4 2.0 0.183
O 0.345 1.955 1.638 0.0 0.0 -1.2 -0.409
H -0.795 -1.065 -1.766 0.5 0.5 -1.5 0.352
H -1.663 -0.447 -0.359 2.0 -1.4 -0.9 0.372
H 1.866 0.222 0.259 0.4 0.5 0.9 0.391
```
Positions in Å, forces in eV/Å.


Computed, not measured: a structure of composition C25H29CrF2N2O3PS2, with ωB97M-V/def2-TZVPD.

Properties
- Multiplicity: 5
- Frontier orbital gap (spin up / spin down): 3.42 / 5.55 eV
- Energy above the lowest of the compared OMol25 structures with the same formula, charge and spin: 63.8 kJ/mol
- Total charge: -2

Geometry as XYZ:
```
65
Properties=species:S:1:pos:R:3:forces:R:3:lowdin_spin:R:1
Cr 1.325 -0.775 0.346 0.1 0.1 0.3 3.029
S 3.620 -0.233 0.476 0.1 0.1 0.0 -0.015
C 3.690 1.457 0.011 0.0 0.0 0.0 0.002
C 4.933 2.040 -0.251 0.0 0.0 0.0 0.001
C 5.062 3.375 -0.602 0.0 0.0 0.0 0.002
C 3.925 4.167 -0.702 0.0 0.0 0.0 0.003
C 2.683 3.603 -0.449 0.0 0.0 0.0 0.000
C 2.533 2.259 -0.094 0.0 0.0 0.0 0.003
S 0.938 1.611 0.226 0.0 -0.1 0.0 -0.013
H 5.814 1.412 -0.173 0.0 0.0 0.0 -0.001
H 6.045 3.791 -0.799 0.0 0.0 0.0 0.000
H 4.001 5.214 -0.975 0.0 0.0 0.0 0.000
H 1.790 4.216 -0.519 0.0 0.0 0.0 -0.001
C -2.076 -1.931 -1.606 0.0 0.0 0.0 0.002
C -1.346 -2.009 -0.299 0.0 -0.1 0.0 0.009
O -0.710 -1.043 0.129 -0.2 0.1 0.1 0.028
N -1.420 -3.167 0.387 0.1 0.1 -0.1 0.013
C -0.509 -3.396 1.526 -0.1 0.1 0.0 0.023
C 0.843 -3.844 1.074 0.0 -0.1 0.1 0.123
C 1.110 -5.191 1.029 0.0 0.0 0.1 0.043
C 2.303 -5.694 0.482 0.0 0.0 0.0 0.290
C 3.164 -4.703 -0.075 0.1 0.1 0.0 0.094
C 2.845 -3.381 -0.002 0.1 0.0 0.0 0.101
N 1.722 -2.871 0.611 -0.1 -0.1 -0.2 0.257
H -2.286 -0.884 -1.815 0.0 0.0 0.0 0.000
H -2.995 -2.520 -1.601 0.0 0.0 0.0 0.001
H -1.395 -2.287 -2.387 0.0 0.0 0.0 0.000
H -1.649 -3.979 -0.167 -0.1 0.0 0.0 0.003
H -0.969 -4.152 2.163 0.0 0.0 0.0 0.003
H -0.485 -2.458 2.076 0.0 0.0 0.0 0.003
H 0.359 -5.863 1.438 0.0 0.0 0.0 -0.003
H 2.525 -6.752 0.451 0.0 0.0 0.0 0.028
H 4.086 -4.973 -0.579 0.0 0.0 0.0 0.002
H 3.498 -2.643 -0.448 0.0 0.0 0.0 0.005
C -4.365 1.786 -0.831 0.0 0.1 0.1 0.000
P -2.526 1.950 -0.707 0.0 -0.2 -0.1 0.000
C -2.419 3.025 0.778 0.0 0.0 0.0 0.000
C -2.214 3.186 -2.021 0.0 0.0 0.0 0.000
C -3.059 3.376 -3.113 0.0 0.0 0.0 0.000
C -2.715 4.246 -4.140 0.0 0.0 0.0 0.000
C -1.514 4.937 -4.096 0.0 0.0 0.0 0.000
C -0.656 4.746 -3.019 0.0 0.0 0.0 0.000
C -1.000 3.878 -1.996 0.0 0.0 0.0 0.000
H -4.637 1.144 -1.670 0.0 0.0 0.0 0.000
H -4.891 2.741 -0.925 0.0 0.0 0.0 0.000
H -4.703 1.286 0.079 0.0 0.0 0.0 0.000
H -3.022 3.932 0.684 0.0 0.0 0.0 0.000
H -1.373 3.273 0.955 0.0 0.0 0.0 0.000
H -2.755 2.446 1.640 0.0 0.0 0.0 0.000
H -3.998 2.839 -3.174 0.0 0.0 0.0 0.000
H -3.386 4.374 -4.982 0.0 0.0 0.0 0.000
H -1.237 5.607 -4.901 0.0 0.0 0.0 0.000
H 0.301 5.253 -2.985 0.0 0.0 0.0 0.000
H -0.301 3.689 -1.190 0.0 0.0 0.0 -0.001
F -0.184 -0.472 2.923 0.0 0.0 0.0 -0.009
C 1.152 -0.631 2.461 0.1 -0.1 -0.1 -0.057
F 1.828 0.394 3.102 0.0 0.0 0.0 -0.007
H 1.498 -1.553 2.955 0.0 0.0 0.0 -0.002
C 0.809 0.582 -3.214 0.2 0.0 -0.1 0.001
C 0.836 -0.890 -2.810 -0.3 0.1 0.1 0.006
O 0.348 -1.716 -3.599 0.1 0.0 -0.1 0.005
O 1.346 -1.182 -1.681 0.0 0.0 -0.1 0.027
H -0.066 0.777 -3.836 0.0 0.0 0.0 0.000
H 1.699 0.780 -3.816 0.0 0.0 0.0 0.000
H 0.830 1.238 -2.346 0.0 0.0 0.0 0.000
```
Positions in Å, forces in eV/Å.


Computed, not measured: the molecule C7H13NO3 at a distorted geometry, with ωB97M-V/def2-TZVPD.

Properties
- Multiplicity: 1
- Structure (SMILES): COC(OC)[C@@](C)(C#N)OC
- Frontier orbital gap: 9.84 eV
- Energy above the lowest of the compared OMol25 structures with the same formula, charge and spin: 483.3 kJ/mol

Geometry as XYZ:
```
24
Properties=species:S:1:pos:R:3:forces:R:3:nbo_charge:R:1
C -1.354 0.452 -1.619 -0.8 -0.1 -2.3 -0.288
O 0.028 0.562 -1.458 0.5 1.0 1.6 -0.536
C 0.288 0.597 -0.078 2.4 -5.5 -0.4 0.429
O -0.392 1.335 0.758 -1.1 1.0 1.0 -0.542
C -0.272 2.732 0.700 0.4 2.0 0.8 -0.265
C 0.211 -1.129 0.674 0.5 2.7 1.2 0.131
C 0.373 -0.946 2.218 -0.8 -2.5 -3.3 -0.589
C -1.098 -1.675 0.504 -1.7 0.0 -0.4 0.236
N -2.225 -1.905 0.442 0.3 -0.3 0.1 -0.331
O 1.240 -1.940 0.232 -1.2 0.4 -1.0 -0.514
C 0.927 -2.447 -1.071 0.8 -2.4 0.1 -0.287
H -1.599 -0.607 -1.639 -0.3 -0.1 -0.8 0.188
H -1.588 0.995 -2.620 -0.2 -0.9 2.0 0.198
H -1.824 0.758 -0.696 -0.8 0.9 -0.4 0.196
H 1.344 0.679 -0.006 1.2 0.5 0.1 0.156
H -0.523 3.084 1.751 0.0 -0.2 -1.5 0.204
H -0.980 3.099 -0.056 0.1 0.2 0.4 0.187
H 0.748 3.207 0.461 -1.1 -1.4 0.2 0.188
H 0.265 -1.907 2.665 -0.2 -0.7 0.4 0.215
H 1.336 -0.662 2.302 3.1 1.6 1.0 0.212
H -0.376 -0.316 2.481 -1.8 2.1 1.4 0.222
H 1.877 -2.949 -1.250 0.0 0.3 -1.1 0.204
H 0.615 -1.700 -1.808 0.4 -0.1 0.3 0.204
H 0.215 -3.342 -1.079 0.3 1.5 0.5 0.183
```
Positions in Å, forces in eV/Å.


Computed, not measured: a cluster of 2 separate species, C17H17Br2S in total at a distorted geometry, with ωB97M-V/def2-TZVPD.

Properties
- Multiplicity: 1
- Frontier orbital gap: 6.02 eV
- Energy above the lowest of the compared OMol25 structures with the same formula, charge and spin: 0.0 kJ/mol
- Total charge: +1

Geometry as XYZ:
```
37
Properties=species:S:1:pos:R:3:forces:R:3:nbo_charge:R:1
C -1.784 -2.269 2.963 0.5 -0.1 0.2 -0.745
S -1.800 -1.311 1.438 -0.9 -0.7 -0.2 0.239
C -3.198 -0.258 1.870 0.1 0.6 -0.2 -0.745
H -1.233 -3.195 2.780 -0.1 0.1 0.1 0.241
H -1.270 -1.701 3.745 -0.2 -0.2 0.0 0.215
H -2.805 -2.512 3.274 0.2 0.1 -0.1 0.239
H -3.591 0.171 0.944 0.0 0.0 0.2 0.237
H -3.985 -0.837 2.364 0.2 0.1 -0.2 0.239
H -2.849 0.550 2.521 -0.3 -0.1 0.0 0.215
Br 4.062 -5.061 1.952 -0.3 0.5 -0.1 0.143
C 3.060 -3.489 1.610 -0.2 0.4 0.0 -0.029
C 2.511 -2.762 2.680 0.0 0.1 -0.3 -0.236
C 1.740 -1.633 2.418 -0.1 -0.1 -0.2 -0.150
C 1.485 -1.195 1.092 0.3 -0.5 0.0 -0.085
C 0.620 -0.059 0.841 0.9 0.9 0.4 0.064
C 0.600 0.627 -0.382 -0.1 0.2 -0.3 -0.353
C -0.162 1.767 -0.625 0.3 -0.4 0.1 0.043
C -0.344 2.377 -1.914 0.0 0.4 -0.6 -0.085
C -1.052 3.606 -2.031 0.2 -0.3 -0.1 -0.132
C -1.257 4.216 -3.264 0.2 -0.3 -0.1 -0.251
C -0.754 3.611 -4.430 0.0 -0.1 0.5 -0.009
Br -1.046 4.425 -6.114 0.1 -0.2 0.5 0.147
C -0.039 2.404 -4.350 0.0 -0.1 0.4 -0.248
C 0.157 1.792 -3.111 -0.2 0.4 -0.1 -0.137
C 2.111 -1.909 0.037 0.0 -0.2 0.3 -0.144
C 2.885 -3.044 0.290 -0.2 0.3 0.1 -0.242
H 2.691 -3.084 3.702 0.0 0.1 -0.2 0.248
H 1.328 -1.057 3.250 0.0 -0.2 -0.2 0.228
H 0.134 0.410 1.707 0.4 -0.2 -0.5 0.235
H 1.271 0.285 -1.181 -0.6 0.0 0.3 0.219
H -0.647 2.259 0.225 -0.1 -0.3 -0.2 0.219
H -1.430 4.079 -1.126 0.0 -0.1 -0.2 0.228
H -1.800 5.153 -3.338 0.1 -0.2 0.1 0.250
H 0.354 1.952 -5.257 -0.1 0.1 0.2 0.248
H 0.705 0.851 -3.058 -0.2 0.3 -0.2 0.221
H 1.982 -1.574 -0.993 0.0 -0.3 0.3 0.221
H 3.352 -3.585 -0.529 -0.1 0.1 0.2 0.249
```
Positions in Å, forces in eV/Å.


Computed, not measured: a structure of composition C12H37N3O7Sr at a distorted geometry, with ωB97M-V/def2-TZVPD.

Properties
- Multiplicity: 1
- Frontier orbital gap: 4.39 eV
- Energy above the lowest of the compared OMol25 structures with the same formula, charge and spin: 141.8 kJ/mol
- Total charge: -2

Geometry as XYZ:
```
60
Properties=species:S:1:pos:R:3:forces:R:3:lowdin_charge:R:1
Sr 1.190 1.031 1.938 2.0 0.5 2.3 1.339
O 3.218 -0.255 1.202 0.1 -1.2 -1.2 -0.555
H 3.351 -1.221 1.149 0.6 0.6 0.0 -0.116
O 3.114 2.516 2.191 0.0 1.4 -0.8 -0.603
H 3.727 3.261 2.032 -0.5 -0.6 0.1 -0.157
O 2.245 0.166 4.086 -0.6 -0.6 0.7 -0.612
H 2.549 -0.185 4.945 -0.3 0.3 -0.8 -0.178
O -0.798 2.420 2.309 -0.7 0.5 -0.5 -0.592
H -1.187 3.308 2.190 0.4 -0.9 0.2 -0.111
C -0.419 -3.570 0.767 0.0 0.4 -0.7 -0.045
C 0.784 -2.676 0.536 0.2 -0.6 1.0 -0.434
C 0.940 -2.302 -0.929 0.0 1.3 0.4 -0.188
O 1.146 -3.348 -1.854 -1.8 -0.3 0.6 -0.185
C 2.322 -4.040 -1.681 0.9 -0.5 -1.2 -0.146
N 0.827 -1.493 1.426 -1.0 -1.8 -1.2 -0.035
H -1.317 -2.953 0.738 -0.2 -0.1 -0.1 0.065
H -0.405 -4.121 1.707 0.2 0.0 0.0 0.076
H -0.405 -4.245 -0.088 -0.5 -0.4 0.1 0.069
H 1.651 -3.263 0.839 0.3 -0.4 -0.3 0.121
H 1.747 -1.574 -1.015 0.4 0.1 0.2 0.119
H 0.039 -1.760 -1.217 -0.2 -0.2 -0.3 0.108
H 2.285 -4.900 -2.350 0.0 0.0 -0.3 0.077
H 2.557 -4.495 -0.719 -0.2 0.6 0.4 0.084
H 3.091 -3.367 -2.062 0.8 -0.2 0.5 0.093
H 0.653 -1.861 2.351 -0.4 0.2 0.5 0.072
H 1.831 -1.382 1.443 0.8 1.6 0.3 -0.025
C -4.163 -0.100 2.693 -1.3 -0.5 0.4 -0.083
C -2.826 -0.608 2.223 1.2 1.4 2.1 -0.422
C -2.506 -0.054 0.885 -0.2 -0.4 -1.1 -0.188
O -3.370 -0.783 -0.029 0.1 0.7 1.8 -0.189
C -2.954 -0.582 -1.301 0.0 -1.1 -1.8 -0.177
N -1.805 -0.195 3.228 0.0 -1.1 -0.9 0.051
H -4.408 -0.633 3.612 -0.2 -0.1 0.2 0.064
H -4.983 -0.258 1.992 -0.1 -0.2 -0.2 0.063
H -4.193 0.956 2.961 0.6 0.1 -0.2 0.081
H -2.764 -1.695 2.177 -0.4 -0.1 -0.2 0.124
H -1.466 -0.211 0.600 0.2 -0.2 0.1 0.103
H -2.711 1.007 0.741 0.0 0.2 0.5 0.126
H -2.724 0.436 -1.617 -0.3 0.4 0.2 0.086
H -3.756 -1.019 -1.896 0.1 0.3 -0.7 0.085
H -2.055 -1.165 -1.505 0.4 -0.1 -0.2 0.068
H -1.454 0.739 3.070 -0.1 0.9 0.0 -0.004
H -2.115 -0.315 4.181 -0.1 0.1 -0.1 0.061
C 0.167 3.676 -1.233 -0.3 0.2 -1.0 -0.056
C 0.780 2.317 -1.637 2.3 1.1 1.5 -0.356
C 1.726 2.535 -2.892 -1.3 -1.1 1.3 -0.203
O 1.000 3.279 -3.824 0.0 1.0 -1.8 -0.201
C 0.403 2.418 -4.758 -0.2 -0.8 0.3 -0.127
N 1.608 1.856 -0.484 -0.9 0.3 -1.7 -0.047
H -0.126 3.753 -0.187 -0.3 -0.5 -0.1 0.070
H -0.628 3.897 -1.945 -0.7 -0.1 0.4 0.062
H 0.789 4.549 -1.431 0.8 -0.3 0.1 0.075
H -0.009 1.572 -1.736 0.0 0.0 -0.7 0.118
H 2.033 1.575 -3.306 -0.2 -0.4 -0.2 0.108
H 2.691 2.986 -2.661 -0.4 0.7 0.5 0.128
H -0.266 2.843 -5.506 0.2 0.9 0.3 0.079
H -0.217 1.720 -4.194 -0.1 -0.5 -0.1 0.084
H 1.175 1.864 -5.292 0.1 -0.2 -0.2 0.080
H 2.021 2.667 -0.045 0.6 0.1 0.5 0.043
H 2.366 1.280 -0.821 0.3 -0.4 0.5 0.056
```
Positions in Å, forces in eV/Å.


Computed, not measured: a structure of composition C12H8F6N3NiO6S4, with ωB97M-V/def2-TZVPD.

Properties
- Multiplicity: 3
- Frontier orbital gap (spin up / spin down): 7.60 / 7.67 eV
- Energy above the lowest of the compared OMol25 structures with the same formula, charge and spin: 0.0 kJ/mol
- Total charge: -1

Geometry as XYZ:
```
40
Properties=species:S:1:pos:R:3:forces:R:3:lowdin_spin:R:1
Ni -0.180 -0.091 0.215 -0.2 -0.1 0.3 1.707
O 0.095 -1.971 0.895 0.0 -0.1 -0.1 0.050
N -0.923 -2.786 0.706 0.1 0.0 0.1 0.003
C -0.940 -3.912 1.454 0.0 0.0 0.0 0.002
C -1.925 -4.851 1.329 0.0 0.0 0.0 0.000
C -2.945 -4.620 0.401 0.0 0.0 0.0 0.000
C -2.921 -3.469 -0.342 0.0 0.0 0.0 0.003
C -1.899 -2.508 -0.208 0.0 0.0 0.0 0.006
S -1.843 -1.073 -1.126 0.0 0.0 -0.1 0.050
H -0.106 -3.974 2.137 0.0 0.0 0.0 0.000
H -1.895 -5.735 1.948 0.0 0.0 0.0 0.000
H -3.746 -5.335 0.272 0.0 0.0 0.0 0.000
H -3.697 -3.253 -1.063 0.0 0.0 0.0 0.001
F 1.869 0.832 -3.848 0.0 0.0 0.0 0.000
C 2.971 0.618 -3.130 0.1 0.0 -0.1 0.002
F 3.881 1.533 -3.480 0.0 0.0 0.0 0.001
F 3.454 -0.588 -3.447 0.0 0.0 0.0 0.000
S 2.610 0.688 -1.324 0.0 -0.2 -0.2 0.003
O 1.531 -0.267 -1.194 -0.1 0.0 0.0 0.018
O 3.860 0.405 -0.698 0.1 0.0 0.0 0.001
N 2.201 2.187 -1.193 0.3 0.2 0.1 -0.001
S 0.869 2.776 -0.645 -0.1 0.0 -0.1 0.004
O -0.267 1.883 -0.738 -0.2 -0.1 0.0 0.020
O 1.030 3.549 0.545 0.0 0.1 0.0 0.000
C 0.515 4.005 -1.968 0.0 0.0 0.0 0.003
F 0.391 3.411 -3.154 0.0 0.0 0.0 0.000
F 1.488 4.915 -2.051 0.0 0.0 0.0 0.001
F -0.628 4.639 -1.688 0.0 0.0 0.0 0.000
O 1.306 0.607 1.342 0.1 0.1 0.1 0.042
N 1.030 1.200 2.492 0.0 0.0 0.0 0.003
C 2.078 1.771 3.123 0.0 0.0 0.0 0.001
C 1.937 2.402 4.326 0.0 0.0 0.0 0.000
C 0.659 2.457 4.894 0.0 0.0 0.0 -0.001
C -0.394 1.888 4.230 -0.1 0.0 0.0 0.004
C -0.241 1.239 2.986 0.1 0.1 0.1 0.009
S -1.541 0.553 2.125 0.1 0.0 -0.2 0.066
H 3.003 1.671 2.576 0.0 0.0 0.0 0.000
H 2.798 2.849 4.799 0.0 0.0 0.0 0.000
H 0.499 2.949 5.844 0.0 0.0 0.0 0.000
H -1.397 1.923 4.632 0.0 0.0 0.0 0.002
```
Positions in Å, forces in eV/Å.